Entry 1:
Density functional theory data (ωB97M-V with the def2-TZVPD basis set) for a 3-piece molecular cluster, C13H37BFN3O6PS2 overall.

Geometry as XYZ:
```
64
Properties=species:S:1:pos:R:3:forces:R:3:nbo_charge:R:1
N 3.2508 -0.1622 -2.3214 -0.3 -0.1 -0.2 -1.354
P 2.8319 0.3404 -3.7334 0.2 0.2 0.5 2.083
O 4.1022 0.3926 -4.7613 -0.2 -0.3 0.0 -0.984
O 1.7676 -0.6969 -4.4099 0.3 -0.1 -0.1 -1.001
B 1.9388 2.0358 -3.9374 -0.3 -0.3 -0.3 -0.678
C 0.4661 1.9293 -3.2453 0.2 0.0 0.0 -0.897
S -0.8163 1.9480 -4.4400 -0.1 -0.2 0.2 2.060
O -2.0949 1.7240 -3.8056 0.0 0.2 -0.1 -0.972
O -0.4911 1.1249 -5.5811 0.1 0.0 -0.1 -0.978
S 2.9202 3.5088 -3.2527 0.1 -0.1 0.5 2.252
O 2.0540 4.4795 -2.6337 0.0 0.0 -0.1 -0.963
O 4.1459 3.1744 -2.5889 -0.1 0.1 -0.2 -0.925
F 3.3942 4.2337 -4.6115 0.1 0.1 -0.1 -0.529
H 2.8303 -1.0718 -2.1566 0.2 0.0 0.1 0.362
H 3.7962 0.7147 -5.6156 0.1 0.2 -0.1 0.480
H 1.4934 -0.4034 -5.2868 -0.4 0.1 0.0 0.500
H 1.8350 2.2391 -5.1235 0.1 0.1 0.0 0.038
H 0.2691 2.7455 -2.5479 -0.2 0.0 0.0 0.279
H 0.2861 0.9895 -2.7150 0.1 0.0 0.1 0.272
H -0.7797 3.2403 -4.8510 0.0 0.0 -0.1 -0.042
C -1.6955 1.1969 2.3427 0.0 0.0 0.0 -0.618
C -2.8072 1.4491 1.3325 0.0 0.0 0.1 -0.211
N -2.6611 0.6611 0.1257 -0.1 0.0 0.0 -0.450
C -3.4980 1.1008 -0.9780 0.0 0.1 0.0 -0.210
C -5.0207 1.0009 -0.8135 0.0 0.0 0.0 -0.635
C -2.5549 -0.7695 0.3293 0.1 -0.1 0.1 -0.219
C -3.6936 -1.4853 1.0706 0.0 0.0 0.0 -0.638
H -0.7160 1.3164 1.8785 0.0 0.0 0.0 0.224
H -1.7748 1.9092 3.1662 0.0 0.0 0.0 0.204
H -1.7452 0.1948 2.7717 0.0 0.0 0.0 0.199
H -2.7755 2.5011 1.0354 0.0 0.0 0.0 0.195
H -3.7817 1.2998 1.8299 0.0 0.0 0.0 0.147
H -3.1943 0.5594 -1.8733 0.0 0.0 0.0 0.217
H -3.2404 2.1434 -1.1799 0.0 0.0 0.0 0.195
H -5.3736 -0.0291 -0.8714 0.0 0.0 0.1 0.193
H -5.5062 1.5539 -1.6203 0.0 0.0 0.0 0.210
H -5.3622 1.4289 0.1311 0.0 0.0 0.0 0.195
H -1.6263 -0.9518 0.8752 0.0 0.0 0.0 0.194
H -2.4080 -1.2400 -0.6461 0.0 0.1 0.0 0.201
H -3.9852 -0.9541 1.9785 0.0 0.0 0.0 0.199
H -3.3638 -2.4836 1.3691 0.0 0.0 0.0 0.204
H -4.5800 -1.6085 0.4493 0.0 0.1 0.0 0.200
C 1.2286 -1.7577 0.5280 0.0 0.0 0.0 -0.614
C 2.1356 -1.4581 1.7082 0.0 0.0 -0.1 -0.218
N 1.3930 -1.1678 2.9255 0.0 0.0 0.1 -0.452
C 2.2007 -0.5787 3.9751 0.0 0.1 0.0 -0.203
C 3.3305 -1.4224 4.5803 0.0 0.0 0.1 -0.635
C 0.4408 -2.1801 3.3395 -0.1 0.0 0.0 -0.214
C 0.9602 -3.6038 3.5812 -0.1 0.0 0.1 -0.637
H 0.4979 -0.9580 0.4050 0.0 0.0 -0.1 0.217
H 1.8174 -1.8222 -0.3856 0.0 0.0 0.0 0.226
H 0.6943 -2.7032 0.6444 0.0 0.0 0.0 0.188
H 2.7291 -0.5725 1.4695 0.0 0.0 0.0 0.213
H 2.8531 -2.2861 1.8305 0.0 0.0 0.0 0.152
H 1.5299 -0.2527 4.7760 0.0 0.0 0.0 0.184
H 2.6397 0.3362 3.5657 0.0 0.0 0.0 0.195
H 2.9503 -2.2160 5.2237 0.0 0.0 0.0 0.193
H 3.9730 -0.7871 5.1940 0.0 0.0 0.0 0.206
H 3.9558 -1.8731 3.8092 0.0 0.0 0.0 0.208
H -0.3456 -2.2313 2.5806 0.0 0.0 0.0 0.192
H -0.0574 -1.8172 4.2433 0.1 0.0 0.0 0.190
H 1.6008 -3.9430 2.7662 0.0 0.0 0.0 0.207
H 0.1171 -4.2959 3.6430 0.0 0.0 0.0 0.205
H 1.5202 -3.6891 4.5119 0.1 0.0 0.0 0.197
```
Forces are in eV/Å.

Calculated values
E_HOMO, Ha: -0.205
Charge: -1

---

Entry 2:
Density functional theory data (ωB97M-V with the def2-TZVPD basis set) for one molecule with the formula C5H8IN3.

Geometry as XYZ:
```
17
Properties=species:S:1:pos:R:3:forces:R:3:nbo_charge:R:1
C 0.2610 0.8618 0.8897 0.0 2.7 0.6 -0.343
C 1.0505 -0.0809 0.3619 -1.7 -1.7 -1.2 0.162
C -1.0647 0.5938 0.5178 0.8 0.0 1.1 0.162
C 2.4683 -0.3620 0.2318 -1.2 -0.7 1.9 -0.645
C -2.0928 1.6111 0.8031 -2.1 -3.7 -0.2 -0.635
N 0.1499 -0.9599 -0.1875 -0.6 -0.6 0.2 -0.431
N -1.1533 -0.5833 -0.0411 -0.1 0.2 -0.8 -0.295
N -0.3292 -2.2343 -2.9829 4.4 0.6 -0.2 -1.078
I 0.3956 -2.6581 -1.2776 -0.7 0.0 -0.6 1.204
H 0.4475 1.8172 1.3824 0.7 -0.5 -0.1 0.218
H 2.6033 -1.4117 0.5372 0.8 0.7 0.3 0.220
H 2.7776 -0.2344 -0.7376 0.9 0.3 -2.4 0.229
H 2.8204 0.4329 0.8297 1.8 0.2 1.0 0.237
H -2.1908 1.8290 1.8226 -0.2 -0.3 1.8 0.220
H -1.8208 2.5104 0.4407 0.7 2.9 -2.0 0.219
H -3.0509 1.2232 0.4162 0.2 0.7 0.1 0.228
H -1.2716 -2.3547 -3.0065 -3.7 -0.7 0.6 0.330
```
Forces are in eV/Å.

Calculated values
E_HOMO, Ha: -0.327
Relative energy (zero: lowest compared OMol25 entry of this formula, charge and spin), kJ/mol: 389.41

---

Entry 3:
Density functional theory data (ωB97M-V with the def2-TZVPD basis set) for one molecule with the formula C7H10.

Geometry as XYZ:
```
17
Properties=species:S:1:pos:R:3:forces:R:3:nbo_charge:R:1
C 0.1611 -1.3172 1.5153 -0.1 0.0 0.2 -0.407
C 1.1986 -1.3967 0.4268 0.1 -0.1 -0.1 -0.414
C 0.0934 -0.3884 0.3473 0.0 0.0 0.0 -0.156
C 0.2161 1.1334 0.4531 0.0 0.0 0.0 -0.398
C -0.8565 1.3408 -0.6137 0.0 0.3 0.0 -0.325
C -0.4820 0.4650 -1.7814 0.0 0.0 -0.1 -0.488
C -0.9890 -0.5068 -0.7410 0.2 0.0 0.0 -0.050
H 0.4651 -0.9049 2.4749 -0.1 -0.1 -0.2 0.209
H -0.5823 -2.1084 1.5662 0.1 0.1 0.0 0.224
H 2.2028 -1.0393 0.6421 -0.2 0.0 0.0 0.215
H 1.1574 -2.2476 -0.2488 0.0 0.1 0.1 0.221
H -0.0815 1.5016 1.4400 0.1 -0.1 -0.1 0.215
H 1.1848 1.5704 0.1828 -0.1 -0.1 0.0 0.210
H -1.4159 2.2610 -0.7829 0.1 -0.1 0.0 0.247
H 0.5851 0.4569 -2.0073 -0.1 0.0 0.1 0.214
H -1.1056 0.5766 -2.6683 0.1 0.0 0.1 0.219
H -1.7517 0.6036 -0.2051 -0.1 0.0 0.1 0.264
```
Forces are in eV/Å.

Calculated values
E_HOMO, Ha: -0.296
Relative energy (zero: lowest compared OMol25 entry of this formula, charge and spin), kJ/mol: 477.64

---

Entry 4:
Density functional theory data (ωB97M-V with the def2-TZVPD basis set) for a 2-piece molecular cluster, C10H12N2O overall.

Geometry as XYZ:
```
25
Properties=species:S:1:pos:R:3:forces:R:3:nbo_charge:R:1
O -2.4311 -2.5996 -0.7149 -0.9 5.8 -5.0 -0.733
C -2.2368 -3.4455 0.0319 1.8 -8.3 7.2 0.600
N -2.0389 -4.3640 0.8295 -0.4 2.9 -2.4 -0.819
C -0.2006 -0.4439 -3.0473 -0.1 -0.6 -0.1 -0.430
N 0.0608 0.2739 -1.8026 1.6 -1.2 2.3 -0.295
C 0.1617 1.7333 -1.9114 -0.3 0.2 0.5 -0.420
C 0.4561 -0.4334 -0.6915 -1.1 1.5 -3.0 0.295
C 0.4765 0.0309 0.6380 0.0 0.8 1.4 -0.209
C -0.2495 1.1779 1.0379 0.2 -0.3 -0.3 -0.060
C -0.1831 1.6498 2.3263 0.0 0.1 0.1 -0.244
C 0.5711 0.9738 3.2743 0.1 -0.1 -0.2 -0.117
C 1.2430 -0.1911 2.9283 0.0 0.1 0.2 -0.221
C 1.1990 -0.6657 1.6397 -0.2 0.2 -0.9 -0.087
H -0.4443 0.2428 -3.8563 0.1 0.1 0.3 0.221
H 0.6741 -1.0256 -3.3318 0.1 -0.1 -0.1 0.219
H -1.0419 -1.1184 -2.8997 0.0 -0.1 0.1 0.266
H 0.5283 2.0262 -2.8943 0.0 -0.4 -0.1 0.226
H -0.8132 2.1941 -1.7593 0.0 0.1 -0.1 0.220
H 0.8658 2.1165 -1.1731 -0.1 -0.1 0.1 0.227
H 0.8163 -1.4302 -0.8787 -0.4 -0.5 -0.2 0.234
H -0.8900 1.6612 0.3241 -0.1 0.2 0.0 0.205
H -0.7127 2.5487 2.6027 -0.1 0.0 0.0 0.229
H 0.6332 1.3590 4.2794 0.0 0.0 0.1 0.227
H 1.8087 -0.7183 3.6778 0.1 -0.1 0.1 0.234
H 1.7475 -1.5525 1.3711 0.0 -0.2 0.0 0.230
```
Forces are in eV/Å.

Calculated values
E_HOMO, Ha: -0.221
Relative energy (zero: lowest compared OMol25 entry of this formula, charge and spin), kJ/mol: 394.38

---

Total energy for every record listed, in sequence, given in Eh: -2395.799685, -657.100433, -272.536077, -572.886020.
Molecular weight for every record listed, in sequence, given in u: 456.37, 237.04, 94.16, 176.22.
Orbital gap for every record listed, in sequence, given in eV: 8.21, 8.90, 9.08, 3.64.